# 1
13
Properties=species:S:1:pos:R:3 method="wB97M-V/def2-TZVPD" total_energy_ev=-17593.9465 e_above_lowest_kcal_mol=91.85 smiles="CCN(O)C=S" lumo_energy_ha=0.02163
C -1.732 -0.004 0.485
C -0.519 -0.398 -0.499
N 0.744 0.259 -0.288
O 0.637 1.639 -0.141
C 1.765 -0.417 0.051
S 3.356 0.028 0.086
H -1.465 -0.161 1.673
H -2.618 -0.718 -0.072
H -1.884 1.079 0.344
H -0.295 -1.495 -0.443
H -0.872 -0.204 -1.640
H 1.487 1.940 0.176
H 1.395 -1.547 0.267


# 2
71
Properties=species:S:1:pos:R:3 method="wB97M-V/def2-TZVPD" total_energy_ev=-43471.8880 e_above_lowest_kcal_mol=100.74 smiles="NC(N)=O.NC(N)=O.NC(N)=O.NC(N)=O.CCO.CCO.CCO.CO.CO" lumo_energy_ha=0.01269
N -9.033 -15.518 11.306
C -9.129 -16.384 10.369
N -8.960 -15.933 9.200
O -9.264 -17.710 10.629
H -9.532 -15.713 12.249
H -8.743 -14.589 11.112
H -9.106 -16.531 8.346
H -8.871 -14.949 8.974
N -10.005 -15.923 13.701
C -9.996 -14.692 14.117
N -8.831 -14.251 14.445
O -11.007 -13.841 13.948
H -11.014 -16.188 13.586
H -9.346 -16.612 14.022
H -8.685 -13.224 14.677
H -7.954 -14.705 14.545
N -14.426 -15.857 10.333
C -15.050 -16.865 10.817
N -15.462 -17.771 9.972
O -15.166 -17.090 12.201
H -14.199 -15.030 10.968
H -14.205 -15.737 9.348
H -15.895 -18.608 10.308
H -15.432 -17.620 8.924
N -15.336 -12.712 13.175
C -14.064 -12.876 12.976
N -13.305 -12.248 13.856
O -13.582 -13.642 11.935
H -15.961 -13.276 12.622
H -15.805 -12.186 13.955
H -12.272 -12.433 13.864
H -13.587 -11.374 14.350
C -11.778 -20.275 9.623
C -11.372 -20.361 8.145
O -12.287 -21.275 7.545
H -12.658 -19.671 9.741
H -11.044 -19.667 10.107
H -11.924 -21.232 10.058
H -10.375 -20.872 8.101
H -11.384 -19.444 7.593
H -12.074 -21.438 6.661
C -12.044 -16.922 8.268
C -12.016 -15.368 8.444
O -13.079 -14.831 7.765
H -11.250 -17.222 8.997
H -11.663 -17.200 7.288
H -12.988 -17.447 8.473
H -11.138 -15.023 7.797
H -11.921 -14.920 9.446
H -13.186 -13.852 7.790
C -13.861 -15.711 15.668
C -14.987 -14.676 15.724
O -14.414 -13.401 16.026
H -13.440 -15.810 16.695
H -13.157 -15.258 14.977
H -14.211 -16.606 15.221
H -15.624 -15.020 16.490
H -15.600 -14.576 14.816
H -14.074 -13.064 15.175
C -12.328 -18.034 12.052
O -12.329 -16.687 12.540
H -11.422 -18.454 12.508
H -12.187 -17.897 10.986
H -13.233 -18.621 12.221
H -13.141 -16.327 12.122
C -9.029 -20.058 12.947
O -8.763 -18.704 13.317
H -8.221 -20.544 12.418
H -9.880 -20.016 12.222
H -9.419 -20.566 13.822
H -8.561 -18.247 12.458


no.,gap between HOMO and LUMO (eV)
1,9.2
2,9.1